1.
{"formula": "C5H7NO", "method": "ωB97M-V with the def2-TZVPD basis set", "e_above_lowest_kj_mol": 383.24, "charge": 0, "smiles": "NC1=C(CC=O)C1", "energy_ha": -324.578498, "elements": ["N", "C", "C", "C", "C", "O", "C", "H", "H", "H", "H", "H", "H", "H"], "coordinates": [[1.1892, -1.4334, 1.0739], [0.3848, -0.3750, 0.7770], [-0.7867, 0.0583, 0.2881], [-1.3916, 0.1732, -1.0199], [0.1869, 0.2238, -1.5540], [0.6633, -0.6760, -2.2063], [-0.1390, 0.8993, 1.3548], [1.3966, -2.0105, 0.2628], [1.9878, -1.2035, 1.6627], [-1.9592, 1.0868, -1.1666], [-1.8296, -0.7449, -1.4051], [0.5420, 1.2651, -1.5215], [-0.6286, 0.9063, 2.3256], [0.3841, 1.8305, 1.1286]], "forces_ev_per_a": [[0.491, 0.545, -0.398], [-2.010, -0.155, 1.189], [2.061, -0.410, 0.922], [2.226, -0.232, -1.144], [-3.564, 0.458, -2.080], [0.391, 0.106, 0.963], [0.096, 0.013, 0.176], [0.138, -0.019, 0.261], [-0.252, -0.210, -0.415], [-0.028, -0.101, -0.159], [-0.229, 0.204, -0.031], [0.633, -0.269, 0.591], [0.028, 0.044, 0.163], [0.019, 0.026, -0.038]]}

=====

2.
{"formula": "C5H7NO", "method": "ωB97M-V with the def2-TZVPD basis set", "e_above_lowest_kj_mol": 420.56, "charge": 0, "energy_ha": -324.564283, "elements": ["C", "C", "C", "O", "C", "C", "N", "H", "H", "H", "H", "H", "H", "H"], "coordinates": [[-1.5045, 0.4092, 0.4190], [-0.3062, -0.2704, -0.2631], [-0.1342, -1.7358, -0.1375], [1.0579, -2.0773, -0.0422], [2.0546, -0.8243, 0.0747], [1.1146, 0.1577, 0.0178], [1.4020, 1.5300, 0.1902], [-2.4307, -0.1048, 0.1374], [-1.6098, 1.4473, 0.0806], [-1.4177, 0.4241, 1.5078], [-0.9044, -2.5046, -0.2042], [-0.5317, -0.2218, -1.3514], [0.8232, 2.0909, -0.4222], [2.3872, 1.6798, -0.0068]], "forces_ev_per_a": [[-0.021, -0.054, 0.039], [-0.005, -0.267, 0.283], [0.194, 0.044, -0.060], [-0.318, 0.003, 0.109], [-0.724, 0.256, 0.052], [0.088, -0.021, -0.288], [-0.044, -0.276, -0.236], [0.127, 0.061, 0.121], [0.172, -0.247, 0.059], [0.077, -0.078, -0.154], [0.040, 0.060, -0.048], [0.339, 0.119, 0.037], [0.252, 0.182, -0.003], [-0.173, 0.218, 0.089]]}

=====

3.
{"formula": "C5H7NO", "method": "ωB97M-V with the def2-TZVPD basis set", "e_above_lowest_kj_mol": 290.52, "charge": 0, "energy_ha": -324.613813, "elements": ["C", "C", "C", "C", "N", "C", "O", "H", "H", "H", "H", "H", "H", "H"], "coordinates": [[-2.1502, -1.1695, -0.4017], [-0.8603, -0.5743, 0.1544], [0.0324, 0.1160, -0.6518], [1.0436, 0.6613, 0.1649], [2.2329, 1.4079, -0.0323], [0.9534, 0.4448, 1.4905], [-0.5293, -0.6121, 1.4206], [-2.4526, -2.0917, 0.1022], [-2.0306, -1.3821, -1.4751], [-2.9783, -0.4552, -0.3117], [-0.0727, 0.2579, -1.7170], [2.1071, 2.3998, -0.1513], [2.9174, 0.9914, -0.6389], [1.7873, 0.0059, 2.0471]], "forces_ev_per_a": [[0.199, 0.100, 0.311], [0.553, 0.441, -0.376], [-0.022, 0.135, -0.119], [0.304, 0.165, 0.487], [0.260, 0.203, -0.525], [-2.790, -2.741, -0.242], [1.858, 1.189, 0.002], [0.186, 0.167, 0.045], [0.111, 0.104, 0.417], [0.202, -0.074, 0.114], [-0.003, 0.022, 0.058], [0.055, -0.063, -0.209], [-0.074, 0.150, -0.368], [-0.839, 0.201, 0.405]]}

=====

4.
{"formula": "C5H7NO", "method": "ωB97M-V with the def2-TZVPD basis set", "e_above_lowest_kj_mol": 295.57, "charge": 0, "energy_ha": -324.611890, "elements": ["O", "C", "C", "N", "C", "C", "C", "H", "H", "H", "H", "H", "H", "H"], "coordinates": [[1.1091, 1.7241, 0.3715], [1.0859, 0.7172, -0.2954], [1.6568, -0.6362, 0.0342], [0.1738, -0.9573, 0.1230], [-0.8583, -0.1630, 0.9700], [-1.4399, 0.4242, -0.3390], [-0.1253, 0.0223, -0.9648], [2.0383, -1.1650, -0.8535], [2.3343, -0.7747, 0.8772], [-0.5287, 0.6531, 1.6318], [-1.4779, -0.8531, 1.5392], [-1.6543, 1.4936, -0.3827], [-2.2854, -0.1548, -0.7163], [-0.0284, -0.3302, -1.9953]], "forces_ev_per_a": [[0.211, -0.001, -0.713], [0.103, 0.528, 0.167], [0.083, 0.011, 0.253], [-0.200, -0.175, 0.049], [0.034, -0.239, 0.149], [-0.104, 0.067, -0.031], [-0.146, 0.131, -0.400], [-0.243, 0.037, 0.383], [-0.340, 0.109, 0.133], [0.488, -0.539, -0.216], [0.010, 0.004, -0.134], [-0.057, -0.151, 0.247], [0.136, 0.106, -0.023], [0.026, 0.114, 0.136]]}

=====

5.
{"formula": "C5H7NO", "method": "ωB97M-V with the def2-TZVPD basis set", "e_above_lowest_kj_mol": 68.16, "charge": 0, "smiles": "[H]/N=C1/C=C(C)CO1", "energy_ha": -324.698508, "elements": ["H", "N", "C", "C", "C", "C", "C", "O", "H", "H", "H", "H", "H", "H"], "coordinates": [[3.4316, -0.2880, 0.7344], [2.8218, -0.8916, 0.1794], [1.7090, -0.3136, 0.0241], [0.4710, -0.8633, -0.5562], [-0.5421, -0.0583, -0.2332], [-2.0150, -0.2299, -0.4118], [0.0205, 1.1190, 0.5205], [1.4284, 0.9445, 0.4956], [0.4370, -1.8148, -1.0722], [-2.5321, 0.0377, 0.5178], [-2.4067, 0.4271, -1.1969], [-2.2719, -1.2630, -0.6607], [-0.3093, 1.1014, 1.5692], [-0.2423, 2.0926, 0.0899]], "forces_ev_per_a": [[0.057, -0.091, -0.171], [-0.193, 0.237, -0.082], [0.124, -0.240, 0.057], [-0.109, 0.073, 0.074], [0.118, -0.057, 0.053], [-0.026, -0.025, -0.013], [-0.208, 0.036, 0.040], [0.066, -0.006, 0.110], [-0.003, 0.125, 0.136], [0.047, -0.059, -0.148], [0.087, -0.071, 0.094], [0.057, 0.176, -0.016], [-0.072, 0.059, -0.135], [0.055, -0.158, 0.001]]}

=====

6.
{"formula": "C5H7NO", "method": "ωB97M-V with the def2-TZVPD basis set", "e_above_lowest_kj_mol": 80.26, "charge": 0, "smiles": "[H]/N=C1/C=C(C)CO1", "energy_ha": -324.693899, "elements": ["H", "N", "C", "C", "C", "C", "C", "O", "H", "H", "H", "H", "H", "H"], "coordinates": [[-2.9747, 0.1811, 1.8491], [-2.6922, 0.5150, 0.9359], [-1.5245, 0.1053, 0.6880], [-0.7900, 0.4122, -0.5152], [0.4386, -0.0636, -0.4058], [1.5302, 0.3548, -1.3022], [0.5384, -0.8674, 0.8706], [-0.7199, -0.6460, 1.5165], [-1.1844, 1.0263, -1.3082], [2.3865, 0.6693, -0.6991], [1.8076, -0.4397, -1.9854], [1.1544, 1.2159, -1.8663], [1.3582, -0.5157, 1.5117], [0.6718, -1.9473, 0.7106]], "forces_ev_per_a": [[-0.226, 0.028, 0.325], [0.139, -0.349, 0.243], [-0.520, -0.017, -0.009], [0.107, 0.041, -0.010], [-0.160, 0.100, 0.243], [0.162, 0.098, -0.047], [0.102, 0.248, -0.189], [-0.174, -0.039, -0.051], [-0.026, 0.081, 0.077], [0.111, -0.090, -0.269], [0.351, -0.083, -0.154], [0.370, -0.234, -0.069], [-0.215, -0.021, -0.017], [-0.020, 0.237, -0.072]]}

=====

Copy entry 3 word for word.
{"formula": "C5H7NO", "method": "ωB97M-V with the def2-TZVPD basis set", "e_above_lowest_kj_mol": 290.52, "charge": 0, "energy_ha": -324.613813, "elements": ["C", "C", "C", "C", "N", "C", "O", "H", "H", "H", "H", "H", "H", "H"], "coordinates": [[-2.1502, -1.1695, -0.4017], [-0.8603, -0.5743, 0.1544], [0.0324, 0.1160, -0.6518], [1.0436, 0.6613, 0.1649], [2.2329, 1.4079, -0.0323], [0.9534, 0.4448, 1.4905], [-0.5293, -0.6121, 1.4206], [-2.4526, -2.0917, 0.1022], [-2.0306, -1.3821, -1.4751], [-2.9783, -0.4552, -0.3117], [-0.0727, 0.2579, -1.7170], [2.1071, 2.3998, -0.1513], [2.9174, 0.9914, -0.6389], [1.7873, 0.0059, 2.0471]], "forces_ev_per_a": [[0.199, 0.100, 0.311], [0.553, 0.441, -0.376], [-0.022, 0.135, -0.119], [0.304, 0.165, 0.487], [0.260, 0.203, -0.525], [-2.790, -2.741, -0.242], [1.858, 1.189, 0.002], [0.186, 0.167, 0.045], [0.111, 0.104, 0.417], [0.202, -0.074, 0.114], [-0.003, 0.022, 0.058], [0.055, -0.063, -0.209], [-0.074, 0.150, -0.368], [-0.839, 0.201, 0.405]]}

=====

charge of number 2 (C5H7NO)?
0